Entry 1:
Density functional theory data (ωB97M-V/def2-TZVPD) for 2 unconnected molecules or ions with the total composition C3H7NO2 at a distorted geometry.

Geometry as XYZ:
```
13
Properties=species:S:1:pos:R:3:nbo_charge:R:1
O 3.11 2.04 -2.36 -0.51
C 2.09 1.79 -1.72 0.43
C 0.58 1.88 -1.97 -0.75
H 2.34 1.37 -0.71 0.10
H 0.08 1.22 -2.75 0.26
H 0.23 1.70 -0.94 0.23
H 0.11 2.86 -2.31 0.25
C -1.46 -1.55 2.45 0.53
N -1.47 -2.74 1.72 -0.83
O -2.36 -0.95 3.00 -0.57
H -0.56 -1.01 2.14 0.09
H -0.58 -3.09 1.36 0.39
H -2.10 -3.52 2.11 0.40
```

Values from the calculation:
HOMO energy	-0.368	Ha
energy above the lowest of the compared OMol25 structures with the same formula, charge and spin	2.245	eV
gap between HOMO and LUMO	10.52	eV
net charge	0
spin multiplicity	1

=====

Entry 2:
Density functional theory data (ωB97M-V/def2-TZVPD) for CH3NSi in the gas phase at a distorted geometry.

Geometry as XYZ:
```
6
Properties=species:S:1:pos:R:3:nbo_charge:R:1
C 1.19 0.00 0.05 -0.15
N 2.41 0.18 -0.08 -0.28
Si -0.63 0.06 -0.07 0.83
H -1.03 1.17 0.60 -0.14
H -1.20 -0.43 -1.38 -0.10
H -0.74 -0.98 0.87 -0.15
```

Values from the calculation:
HOMO energy	-0.420	Ha
energy above the lowest of the compared OMol25 structures with the same formula, charge and spin	0.799	eV
gap between HOMO and LUMO	11.99	eV
net charge	0
spin multiplicity	1

=====

Entry 3:
Density functional theory data (ωB97M-V/def2-TZVPD) for a molecular structure, C14H11MgN2O5S3 at a distorted geometry.

Geometry as XYZ:
```
36
Properties=species:S:1:pos:R:3:nbo_charge:R:1
Mg 0.50 -0.54 1.12 1.72
O 0.45 3.55 2.07 -0.66
C 0.30 2.30 1.65 0.77
O 1.17 1.47 1.70 -0.59
C -1.05 1.98 1.08 0.07
C -2.03 2.86 0.70 -0.21
C -3.13 2.33 0.01 -0.17
C -3.19 0.98 -0.28 -0.20
C -2.17 0.16 0.17 0.14
N -1.15 0.68 0.84 -0.52
C -1.99 -1.34 -0.15 0.75
O -2.87 -1.87 -0.81 -0.67
O -0.90 -1.81 0.30 -0.83
H 1.34 3.60 2.46 0.51
H -1.94 3.91 0.92 0.23
H -3.92 2.99 -0.33 0.22
H -4.00 0.54 -0.84 0.25
S 2.40 -1.94 5.75 -0.28
C 2.05 -1.96 4.10 -0.46
S 3.13 -2.77 3.01 -0.29
S 0.62 -1.09 3.57 -0.53
O 2.04 -1.65 0.66 -0.89
C 1.92 -2.27 -0.59 -0.10
C 1.30 -1.27 -1.54 0.25
C 0.94 -1.60 -2.84 -0.24
C 0.36 -0.64 -3.64 -0.15
C 0.18 0.65 -3.14 -0.28
C 0.57 0.90 -1.84 0.05
N 1.10 -0.04 -1.04 -0.53
H 2.49 -2.24 1.45 0.43
H 1.27 -3.15 -0.54 0.21
H 2.90 -2.58 -0.97 0.18
H 1.09 -2.61 -3.20 0.22
H 0.04 -0.88 -4.65 0.21
H -0.27 1.43 -3.74 0.22
H 0.46 1.89 -1.41 0.19
```

Values from the calculation:
HOMO energy	-0.109	Ha
energy above the lowest of the compared OMol25 structures with the same formula, charge and spin	0.376	eV
gap between HOMO and LUMO	4.48	eV
net charge	-1
spin multiplicity	1

=====

Entry 4:
Density functional theory data (ωB97M-V/def2-TZVPD) for 3 unconnected molecules or ions with the total composition C5H15NO2 at a distorted geometry.

Geometry as XYZ:
```
23
Properties=species:S:1:pos:R:3:nbo_charge:R:1
C 2.18 -0.62 -2.09 -0.60
C 0.71 -0.66 -1.66 -0.44
C 0.53 -0.22 -0.21 -0.24
C 1.28 -0.90 0.73 -0.04
N 1.33 -0.56 2.09 -0.63
C 2.48 -1.22 2.79 -0.42
H 2.64 -1.58 -1.61 0.20
H 2.09 -0.66 -3.14 0.21
H 2.61 0.29 -1.78 0.21
H 0.27 -1.67 -1.79 0.20
H 0.00 -0.16 -2.29 0.21
H -0.12 0.62 0.07 0.21
H 2.07 -1.51 0.21 0.17
H 0.48 -0.79 2.60 0.38
H 3.26 -1.55 2.13 0.20
H 2.23 -2.14 3.29 0.18
H 2.84 -0.51 3.61 0.20
H -4.21 3.82 1.28 0.47
H -5.25 2.73 1.82 0.47
O -4.20 2.90 1.58 -0.94
H -4.79 1.19 -3.16 0.46
H -4.27 2.04 -2.08 0.46
O -4.15 1.16 -2.38 -0.92
```

Values from the calculation:
HOMO energy	-0.278	Ha
energy above the lowest of the compared OMol25 structures with the same formula, charge and spin	3.149	eV
gap between HOMO and LUMO	8.16	eV
net charge	0
spin multiplicity	1

=====

Entry 5:
Density functional theory data (ωB97M-V/def2-TZVPD) for 2 unconnected molecules or ions with the total composition C2H5ClNO2S at a distorted geometry.

Geometry as XYZ:
```
12
Properties=species:S:1:pos:R:3:nbo_charge:R:1
C -0.65 -1.23 0.34 -0.44
C -0.89 0.85 -0.75 -0.03
N -0.07 -0.18 -0.55 -0.64
O 2.39 -0.49 1.34 -0.94
O 2.72 0.40 -0.89 -0.94
S 2.00 0.55 0.37 1.70
Cl -0.42 2.40 0.72 -0.60
H -0.87 -0.80 1.37 0.19
H -1.63 -1.53 -0.23 0.16
H -0.04 -2.09 0.41 0.20
H -1.97 0.73 -0.47 0.17
H -0.58 1.39 -1.65 0.19
```

Values from the calculation:
HOMO energy	-0.154	Ha
energy above the lowest of the compared OMol25 structures with the same formula, charge and spin	1.179	eV
gap between HOMO and LUMO	8.04	eV
net charge	-1
spin multiplicity	1

=====

Entry 6:
Density functional theory data (ωB97M-V/def2-TZVPD) for C3H6N2O in the gas phase at a distorted geometry.

Geometry as XYZ:
```
12
Properties=species:S:1:pos:R:3:nbo_charge:R:1
C -0.07 0.72 0.54 -0.04
C -0.06 1.59 -0.50 -0.45
C -0.19 -1.38 -0.49 0.23
H 1.71 -0.66 1.98 0.48
H -0.47 0.79 1.51 0.21
H 0.32 1.37 -1.48 0.22
H -0.25 2.67 -0.24 0.22
H 0.07 -2.51 -0.57 0.20
H -1.32 0.03 -1.28 0.34
N 0.50 -0.54 0.34 -0.20
N -1.02 -1.02 -1.38 -0.67
O 0.76 -1.07 1.58 -0.56
```

Values from the calculation:
HOMO energy	-0.325	Ha
energy above the lowest of the compared OMol25 structures with the same formula, charge and spin	4.705	eV
gap between HOMO and LUMO	9.35	eV
net charge	0
spin multiplicity	1

=====

Entry 7:
Density functional theory data (ωB97M-V/def2-TZVPD) for a gas-phase ion, C7H12FN2 (charge +1) at a distorted geometry.

Geometry as XYZ:
```
22
Properties=species:S:1:pos:R:3:nbo_charge:R:1
C 0.49 -1.49 1.91 -0.22
C 1.52 -1.14 1.16 -0.19
C -0.82 -0.92 1.64 0.26
C -0.87 0.44 0.83 -0.50
C 1.58 0.06 0.25 0.14
C 0.22 0.39 -0.31 0.10
C -0.16 -0.66 -1.39 -0.63
N -1.81 -1.50 2.17 -0.56
N 0.22 1.63 -1.20 -0.72
F 2.52 -0.14 -0.76 -0.36
H 0.56 -2.38 2.49 0.26
H 2.51 -1.72 1.08 0.26
H -1.88 0.32 0.45 0.25
H -0.62 1.37 1.52 0.26
H 2.06 0.94 0.79 0.20
H 0.70 -1.01 -2.06 0.26
H -1.01 -0.20 -2.06 0.21
H -0.63 -1.41 -0.89 0.23
H -2.77 -1.22 1.99 0.36
H 0.83 2.47 -0.88 0.45
H -0.72 2.00 -1.51 0.46
H 0.70 1.55 -2.15 0.46
```

Values from the calculation:
HOMO energy	-0.494	Ha
energy above the lowest of the compared OMol25 structures with the same formula, charge and spin	1.292	eV
gap between HOMO and LUMO	9.66	eV
net charge	+1
spin multiplicity	1

=====

net charge of number 6 (C3H6N2O)?
0

=====

spin multiplicity of number 2 (CH3NSi)?
1

=====

The lowest energy above the lowest of the compared OMol25 structures with the same formula, charge and spin belongs to which entry?
C14H11MgN2O5S3